# 1
{"formula": "C4H4O", "method": "ωB97M-V/def2-TZVPD", "elements": ["C", "C", "C", "C", "O", "H", "H", "H", "H"], "xyz": [[1.383, -0.868, -1.307], [0.510, -0.099, -0.729], [-0.321, 0.630, -0.119], [-1.053, 1.043, 0.885], [-1.543, 0.201, 1.817], [1.342, -1.945, -1.278], [2.123, -0.384, -1.901], [-1.328, 2.065, 1.008], [-1.114, -0.643, 1.624]], "lowdin_charge": [-0.001, -0.129, -0.028, -0.200, 0.035, 0.058, 0.047, 0.109, 0.109], "largest_force_ev_per_a": 0.80, "orbital_gap_ev": 9.1, "e_tot_ev": -6257.0585, "de_lowest_ev": 2.3209}

# 2
{"formula": "C4H4O", "method": "ωB97M-V/def2-TZVPD", "elements": ["C", "C", "C", "C", "O", "H", "H", "H", "H"], "xyz": [[1.500, 0.331, 0.877], [1.123, -0.547, 0.127], [-0.196, -0.802, -0.452], [-0.930, 0.550, -0.380], [-0.528, 1.461, 0.296], [1.842, 1.079, 1.549], [-0.309, -1.327, -1.406], [-0.632, -1.440, 0.321], [-1.869, 0.696, -0.933]], "lowdin_charge": [0.112, -0.142, -0.177, -0.225, 0.031, 0.048, 0.109, 0.121, 0.123], "largest_force_ev_per_a": 0.94, "orbital_gap_ev": 10.8, "e_tot_ev": -6256.8588, "de_lowest_ev": 2.5206}

# 3
{"formula": "C4H4O", "method": "ωB97M-V/def2-TZVPD", "elements": ["C", "C", "C", "C", "O", "H", "H", "H", "H"], "xyz": [[-1.719, -1.244, 2.818], [-1.166, -0.506, 2.077], [-0.480, 0.163, 0.285], [0.739, 0.392, -0.195], [1.408, -0.690, -0.675], [-0.867, -0.842, -0.095], [-1.187, 0.756, 0.622], [1.296, 1.305, -0.057], [0.814, -1.520, -0.627]], "lowdin_charge": [0.001, -0.182, -0.077, -0.169, 0.018, 0.117, 0.003, 0.133, 0.156], "largest_force_ev_per_a": 5.69, "orbital_gap_ev": [8.6, 6.8], "e_tot_ev": -6250.6221, "de_lowest_ev": 8.7573}

# 4
{"formula": "C4H4O", "method": "ωB97M-V/def2-TZVPD", "elements": ["C", "C", "C", "C", "O", "H", "H", "H", "H"], "xyz": [[-0.240, 0.941, -2.202], [-0.357, 0.320, -1.176], [-0.520, -0.095, 0.206], [0.439, -0.720, 1.223], [-1.375, 0.666, 0.614], [-0.020, 1.310, -3.175], [1.447, -0.411, 0.939], [0.457, -1.800, 1.414], [0.169, -0.210, 2.157]], "lowdin_charge": [0.133, -0.066, -0.421, -0.004, 0.076, 0.031, 0.083, 0.081, 0.087], "largest_force_ev_per_a": 2.34, "orbital_gap_ev": 10.0, "e_tot_ev": -6257.1379, "de_lowest_ev": 2.2415}

# 5
{"formula": "C4H4O2", "method": "ωB97M-V/def2-TZVPD", "elements": ["C", "O", "C", "O", "C", "C", "H", "H", "H", "H"], "xyz": [[-1.721, 0.192, -0.051], [-0.649, 0.651, -0.916], [0.520, 0.845, -0.478], [1.005, -1.103, 0.659], [1.758, 0.940, -0.283], [1.866, -0.512, 0.018], [-2.609, 0.295, -0.671], [-1.544, -0.852, 0.211], [-1.789, 0.809, 0.844], [2.700, -1.077, -0.427]], "lowdin_charge": [0.011, 0.004, -0.174, -0.007, 0.063, -0.312, 0.096, 0.095, 0.105, 0.118], "largest_force_ev_per_a": 1.27, "orbital_gap_ev": 10.3, "e_tot_ev": -8303.0737, "de_lowest_ev": 4.0036}

# 6
{"formula": "C4H4O2", "method": "ωB97M-V/def2-TZVPD", "elements": ["C", "C", "C", "C", "O", "O", "H", "H", "H", "H"], "xyz": [[1.522, -0.687, 0.295], [0.444, -0.856, 1.242], [0.183, -0.568, -0.275], [-1.022, 0.985, -0.939], [2.669, -0.445, 0.128], [-0.501, -1.534, 0.444], [0.137, -0.330, 2.126], [-0.289, 1.716, -1.224], [-1.591, 1.206, -0.055], [-1.552, 0.513, -1.743]], "lowdin_charge": [-0.365, -0.053, -0.066, 0.129, 0.122, 0.004, 0.139, 0.028, 0.033, 0.028], "largest_force_ev_per_a": 5.13, "orbital_gap_ev": 9.7, "e_tot_ev": -8301.9810, "de_lowest_ev": 5.0963}

# 7
{"formula": "C4H4O2", "method": "ωB97M-V/def2-TZVPD", "elements": ["C", "C", "C", "O", "C", "O", "H", "H", "H", "H"], "xyz": [[-1.861, 1.568, 0.732], [-1.259, 0.603, 0.333], [-0.345, -0.237, -0.420], [-0.394, -0.118, -1.628], [0.856, -0.968, 0.194], [1.995, -0.514, -0.502], [-2.397, 2.394, 1.141], [0.958, -0.749, 1.263], [0.771, -2.061, 0.080], [1.677, 0.082, -1.193]], "lowdin_charge": [0.160, -0.024, -0.382, 0.103, -0.183, -0.049, 0.041, 0.121, 0.131, 0.083], "largest_force_ev_per_a": 0.78, "orbital_gap_ev": 10.4, "e_tot_ev": -8304.7989, "de_lowest_ev": 2.2784}

# 8
{"formula": "C4H4O2", "method": "ωB97M-V/def2-TZVPD", "elements": ["O", "C", "C", "C", "C", "O", "H", "H", "H", "H"], "xyz": [[1.949, 0.607, -1.497], [2.204, -0.202, -0.634], [1.090, -0.726, 0.145], [-0.020, -0.308, 0.386], [-1.270, 0.432, 0.314], [-2.315, -0.204, 0.999], [3.231, -0.486, -0.384], [-1.105, 1.431, 0.736], [-1.474, 0.579, -0.762], [-2.291, -1.122, 0.697]], "lowdin_charge": [0.056, -0.283, 0.042, 0.014, -0.261, -0.048, 0.110, 0.138, 0.138, 0.094], "largest_force_ev_per_a": 0.94, "orbital_gap_ev": 10.4, "e_tot_ev": -8304.2259, "de_lowest_ev": 2.8514}